A gas-phase ion, C6H12NS2 (charge +1). Source: OMol25; level of theory: the ωB97M-V functional and the def2-TZVPD basis.

The geometry in XYZ format:
```
21
Properties=species:S:1:pos:R:3:forces:R:3
S 1.679 -1.428 1.293 -0.38 0.42 -0.30
S 0.732 0.576 -1.436 -0.14 0.00 -0.12
N 0.812 2.129 0.707 0.04 0.03 0.04
C 1.018 -1.234 -1.416 0.03 0.18 0.26
C -2.416 0.313 -0.207 -0.17 -0.03 0.00
C 0.075 0.977 0.111 0.69 -0.85 -0.11
C -1.241 0.730 0.669 -0.12 0.13 0.18
C -1.847 -0.666 0.745 -0.05 -0.03 -0.14
C 2.120 -1.615 -0.437 0.21 0.28 0.27
H -2.224 0.200 -1.264 0.16 -0.05 -0.05
H 0.615 3.011 0.207 0.03 -0.15 0.23
H 0.563 2.243 1.697 0.09 0.06 -0.19
H 1.328 -1.451 -2.440 -0.08 0.05 0.00
H -1.243 -1.478 0.379 0.08 -0.02 -0.07
H -2.392 -0.908 1.645 -0.04 0.11 0.07
H -1.483 1.365 1.511 -0.07 0.07 0.09
H 0.084 -1.749 -1.206 0.03 -0.04 -0.08
H -3.370 0.764 0.018 -0.02 0.05 0.07
H 3.035 -1.048 -0.623 -0.10 -0.14 -0.24
H 2.331 -2.676 -0.590 0.04 -0.11 0.04
H 1.823 1.947 0.636 -0.25 0.07 0.07
```
Positions in Å, forces in eV/Å.

Output
frontier orbital gap (alpha / beta)	7.7884 / 6.7498	eV
net charge	+1
F_max	1.10	eV/Å
LUMO level (alpha / beta)	-4.86 / -5.34	eV